Record 1
{
  "formula": "C17H29N5OW",
  "method": "ωB97M-V/def2-TZVPD",
  "elements": ["W", "O", "N", "N", "N", "N", "N", "C", "C", "C", "C", "C", "C", "C", "C", "C", "C", "C", "C", "C", "C", "C", "C", "C", "H", "H", "H", "H", "H", "H", "H", "H", "H", "H", "H", "H", "H", "H", "H", "H", "H", "H", "H", "H", "H", "H", "H", "H", "H", "H", "H", "H", "H"],
  "xyz": [[0.0808, -0.0667, 0.6229], [-1.0051, -1.7652, 0.5754], [0.4350, -0.5981, 2.7210], [-2.0459, -3.2436, -0.7777], [0.6981, 1.8879, 0.1040], [2.2873, -0.0602, 0.6821], [-1.3487, 1.3277, 1.5467], [0.1297, 4.1645, -0.4022], [-0.4436, 0.2609, 3.5664], [-2.5350, -3.8222, -2.0183], [-1.5239, -3.7999, -3.1682], [1.9360, 2.0951, -0.4121], [-0.4095, -1.5073, -2.8752], [-1.4505, -2.1075, -0.5934], [1.3827, 4.3553, -0.9842], [-1.5214, 2.5645, 0.7423], [2.8579, 0.8991, -0.3060], [2.2997, 3.3070, -0.9751], [-1.2219, -2.4423, -3.7839], [1.8849, -0.5490, 3.0608], [2.6189, 0.3577, 2.0765], [-0.7365, 1.5941, 2.8794], [-1.2455, -1.0575, -1.6733], [-0.1862, 2.9203, 0.1164], [-2.2884, 0.9363, 1.7308], [-2.8002, -4.8571, -1.7972], [1.6451, 5.3069, -1.4306], [3.8602, 1.2396, -0.0051], [-1.9347, -4.4420, -3.9514], [-0.6438, -2.6055, -4.6962], [-0.5941, -4.2698, -2.8310], [-1.3883, -0.2686, 3.7440], [0.0093, 0.4451, 4.5479], [-2.1485, -1.9495, -4.0918], [-0.5810, 4.9770, -0.3778], [-1.8890, 3.3986, 1.3577], [-0.7338, -0.1416, -1.1332], [-2.1573, -3.8332, 0.0518], [2.9749, 0.4177, -1.2893], [0.1390, -1.5650, 2.9115], [2.0437, -0.1885, 4.0832], [2.3189, 1.4070, 2.1961], [2.7548, -0.9754, 0.5287], [-2.2268, -0.7241, -2.0400], [-1.4076, 2.1841, 3.5179], [3.6976, 0.2968, 2.2706], [3.2845, 3.4368, -1.3963], [0.1796, 2.1822, 2.7333], [-0.1231, -0.6293, -3.4579], [-2.2748, 2.3988, -0.0448], [0.5028, -2.0205, -2.5507], [2.3006, -1.5630, 3.0160], [-3.4571, -3.3084, -2.3203]],
  "lowdin_charge": [1.8420, -0.1434, -0.1482, 0.1932, -0.0552, -0.1484, -0.1409, 0.0712, -0.1152, -0.0959, -0.1451, -0.2125, -0.1588, -0.3643, 0.0810, -0.0726, -0.0777, 0.0696, -0.1618, -0.1133, -0.1434, -0.1372, -0.0758, -0.2081, 0.1789, 0.1552, 0.1586, 0.1661, 0.1472, 0.1447, 0.1356, 0.1551, 0.1595, 0.1376, 0.1553, 0.1677, 0.0591, 0.2078, 0.1608, 0.1569, 0.1585, 0.1339, 0.1829, 0.1702, 0.1687, 0.1675, 0.1551, 0.1353, 0.1364, 0.1609, 0.1303, 0.1561, 0.1586],
  "multiplicity": 3,
  "charge": 4,
  "de_lowest_kj_mol": 22.7,
  "s_squared": 2.0150,
  "homo_lumo_gap_ev": [7.29, 7.32],
  "homo_ev": [-22.565, -22.559]
}

---

Record 2
{
  "formula": "C3H8N4",
  "method": "ωB97M-V/def2-TZVPD",
  "elements": ["N", "N", "N", "N", "C", "C", "C", "H", "H", "H", "H", "H", "H", "H", "H"],
  "xyz": [[1.2142, -0.1733, -0.2238], [-0.4624, 1.3997, 0.3165], [-1.2213, -1.4827, 0.3905], [-1.8285, -0.4660, -0.3150], [-1.4780, 0.8308, -0.2980], [0.8312, 0.8875, 0.2975], [2.6211, -0.4996, -0.2204], [3.0683, -0.9314, -1.1643], [1.4898, 1.6192, 0.8356], [-0.2204, -1.3602, 0.3127], [-2.6468, -0.7360, -0.9034], [2.8344, -1.3016, 0.5135], [-1.4189, -1.3372, 1.3968], [-2.1771, 1.4168, -0.8923], [3.3101, 0.3731, 0.0489]],
  "lowdin_charge": [-0.0663, 0.0411, 0.0238, -0.0734, -0.2041, -0.3150, -0.1590, 0.0780, 0.1236, 0.0299, 0.1525, 0.0685, 0.1007, 0.1168, 0.0828],
  "de_lowest_kj_mol": 245.2,
  "smiles": "C/N=C/N=C\\NN",
  "homo_lumo_gap_ev": 9.53,
  "homo_ev": -8.594
}

---

Record 3
{
  "formula": "C27H88N33O22S2",
  "method": "ωB97M-V/def2-TZVPD",
  "elements": ["S", "S", "O", "O", "O", "O", "O", "O", "O", "O", "O", "O", "O", "O", "O", "O", "O", "O", "O", "O", "O", "O", "O", "O", "N", "N", "N", "N", "N", "N", "N", "N", "N", "N", "N", "N", "N", "N", "N", "N", "N", "N", "N", "N", "N", "N", "N", "N", "N", "N", "N", "N", "N", "N", "N", "N", "N", "C", "C", "C", "C", "C", "C", "C", "C", "C", "C", "C", "C", "C", "C", "C", "C", "C", "C", "C", "C", "C", "C", "C", "C", "C", "C", "C", "H", "H", "H", "H", "H", "H", "H", "H", "H", "H", "H", "H", "H", "H", "H", "H", "H", "H", "H", "H", "H", "H", "H", "H", "H", "H", "H", "H", "H", "H", "H", "H", "H", "H", "H", "H", "H", "H", "H", "H", "H", "H", "H", "H", "H", "H", "H", "H", "H", "H", "H", "H", "H", "H", "H", "H", "H", "H", "H", "H", "H", "H", "H", "H", "H", "H", "H", "H", "H", "H", "H", "H", "H", "H", "H", "H", "H", "H", "H", "H", "H", "H", "H", "H", "H", "H", "H", "H"],
  "xyz": [[0.0137, -1.6860, 1.5563], [2.0830, -3.3806, 2.3283], [3.1852, -8.6015, -3.5338], [-5.4806, 7.3245, 2.0288], [-2.4157, -2.6264, 1.1428], [-2.6449, 3.0938, -1.7993], [5.3160, 4.2026, -1.3058], [-0.2899, -0.7988, 0.4373], [6.3178, -3.7955, 7.0796], [0.2888, 5.4443, -2.5756], [-0.3155, -1.0746, 2.8410], [-0.0297, -6.7794, 3.5045], [-3.6025, 2.8791, 2.4653], [1.6206, -3.3111, 3.7251], [-4.7776, 9.2701, -7.0944], [-2.7406, 5.6493, 7.6947], [-4.8760, 7.7403, -1.6786], [3.5306, -3.3202, 2.2446], [0.6441, -4.3670, -6.5721], [-4.0594, -2.1575, -6.8393], [-2.0597, -0.4856, 5.8357], [-3.2670, -3.7728, 1.0093], [0.0952, 5.9620, 2.7725], [2.2954, 4.5703, -5.9998], [1.4934, -9.4333, -4.7829], [-0.7209, 4.8882, 4.5715], [3.4583, -10.6236, -4.5183], [-1.0029, -1.2585, 7.7044], [0.9162, 3.4516, -4.5945], [-0.7405, 5.2044, -0.5762], [0.4300, -6.1601, 5.6158], [-5.1421, 9.2858, -0.0385], [4.0664, -4.0438, 6.9514], [1.5039, -2.2061, 1.3674], [-0.2484, -1.7398, 5.5597], [-2.8546, 3.4176, 8.0641], [-1.7750, 1.5565, 2.3367], [-4.6411, 4.5449, 7.1421], [-2.7762, 1.9461, 4.3584], [3.2591, 3.5545, -2.0235], [-2.6400, 8.6140, -7.4416], [-0.4036, -8.2738, 5.1680], [-1.5706, -4.4089, -7.0527], [-4.9372, -2.0557, -4.7604], [-0.3107, -2.5465, -7.5318], [4.0664, 5.6354, -2.5454], [-2.9151, 0.9439, -2.4371], [-1.3743, 1.4542, -0.8130], [-4.7380, 9.9332, -2.2132], [-3.6755, 8.2111, -5.4218], [-0.4427, 7.1732, 4.6270], [5.2452, -3.2712, 5.1455], [1.7819, 2.4166, -6.4688], [-3.0869, -0.7974, -5.2992], [0.9668, 6.7082, -0.8161], [-3.9918, 5.8122, 2.8046], [-5.3634, 5.2699, 1.0551], [-4.9196, 8.9052, -1.3205], [-2.7737, 2.1585, 3.0192], [-0.3256, 6.0124, 3.9178], [2.2970, -6.7539, 0.0805], [-1.1514, -1.1335, 6.3414], [3.0588, -3.9946, -1.3893], [2.9948, -5.4127, -2.0051], [2.5652, -6.0036, 1.4237], [-3.3726, 4.6072, 7.6406], [-4.9805, 6.1972, 1.9578], [4.2864, 4.4418, -1.9101], [-0.3445, -3.8169, -7.0177], [-2.3160, 1.9235, -1.6791], [2.7424, -9.4922, -4.2305], [5.3770, -3.5843, -2.5533], [-0.0050, -7.0585, 4.6899], [1.6994, 3.5497, -5.7006], [-4.0233, -1.6997, -5.7087], [1.4711, -4.9490, 1.7023], [-1.0965, -3.0946, 1.3444], [4.0451, -3.0106, -2.0553], [6.3565, -4.1844, -1.4947], [-3.7648, 8.7322, -6.6794], [0.1711, 5.7681, -1.3924], [3.3551, -6.5387, -1.0248], [5.2917, -3.7043, 6.4278], [6.1000, -3.8106, -0.0270], [-4.5629, 9.6900, -3.1700], [-1.0753, 4.8848, 5.5119], [3.3632, 2.6579, -1.5849], [-3.6275, 1.2417, -3.0801], [-0.1687, 8.0227, 4.1686], [3.4261, -7.4618, -1.5931], [3.5869, -5.5220, -2.9186], [-4.4954, 8.2788, -4.8457], [-0.7254, -8.9473, 4.4972], [-2.3989, -0.5036, -5.9680], [-1.6413, -5.3409, -6.6884], [-0.8282, 5.4472, 0.3979], [2.5402, -6.7216, 2.2504], [-2.1146, 1.3533, 4.8295], [0.7847, -5.3153, 2.4725], [-3.6793, 6.4850, 3.4813], [5.7075, -2.8008, 0.1106], [-3.0598, -0.4145, -4.3744], [6.1107, -3.0132, 4.7078], [-2.3926, -3.9556, -7.4138], [-4.9374, -1.6960, -3.8244], [-6.0743, 5.5302, 0.3957], [0.9459, -8.6146, -4.5923], [3.5404, -2.5914, -2.9399], [-3.3533, 2.5484, 8.0198], [1.2835, -6.5418, -0.2812], [-1.3642, 4.4978, -0.9542], [5.4380, -4.5476, 0.4395], [-0.2591, -1.7780, 8.1299], [0.7251, -5.2601, 5.2710], [-1.1192, -2.0853, -7.9069], [5.9098, -2.7467, -3.0274], [-5.6440, -2.7155, -5.0295], [1.1078, -10.1548, -5.3620], [-1.7323, 1.7212, 1.3484], [4.0455, -4.3728, 7.8985], [4.3953, -3.2032, 4.6073], [-3.5715, 4.8976, 2.7815], [3.5581, -5.5464, 1.4005], [0.8471, 4.2572, -3.9877], [3.1122, -11.3693, -5.0914], [0.4235, 2.6163, -4.3399], [-0.6521, 4.0190, 4.0724], [-2.6907, -0.0303, -2.3503], [4.3796, -10.6928, -4.1265], [0.5757, -2.0764, -7.5318], [0.4679, -6.3488, 6.5995], [2.3036, -7.8250, 0.3306], [-0.7529, -3.6905, 0.4879], [1.9487, -5.6001, -2.2923], [3.3245, -4.0745, -0.3305], [-1.6771, -0.8016, 8.2882], [-2.8573, 7.7626, -5.0515], [4.2408, -2.1619, -1.3904], [1.6665, 7.1427, -1.3887], [3.2265, 5.8379, -3.0582], [7.0394, -3.8702, 0.5409], [-1.0850, -3.7067, 2.2618], [0.9182, -4.7316, 0.7913], [2.3564, 2.4593, -7.2900], [-0.3879, -8.5192, 6.1395], [-0.4174, -1.6592, 4.5516], [3.2145, -3.9797, 6.4264], [-4.9451, 4.3554, 1.0051], [-1.1338, 0.4796, -0.7276], [-5.0493, 5.4016, 6.8128], [-5.2721, 8.5654, 0.6685], [5.2293, -4.3227, -3.3486], [2.0654, -3.5290, -1.4168], [-0.8713, 2.1227, -0.2553], [4.3242, -6.3664, -0.5382], [-4.7669, 10.9034, -1.9648], [-2.6766, 8.9897, -8.3712], [-2.6742, -4.5476, 0.9863], [-1.0732, 0.9742, 2.7659], [-1.7941, 8.1796, -7.1238], [0.8891, 6.9657, 0.1520], [6.3710, -5.2740, -1.6176], [7.3598, -3.8245, -1.7592], [1.3075, 1.5630, -6.2451], [2.4179, 3.7676, -2.5293], [4.7963, 6.3216, -2.4978], [-0.7870, 7.2096, 5.5693], [-3.4830, 2.4123, 4.8984], [0.5442, -2.2592, 5.8852], [-5.1778, 10.2481, 0.2391], [-5.1742, 3.6974, 7.0852], [-1.9200, 3.4268, 8.4309]],
  "lowdin_charge": [0.5772, 0.5539, 0.0387, -0.0330, -0.1529, 0.0275, 0.0125, -0.3431, 0.0086, -0.0238, -0.3457, 0.0210, -0.0166, -0.3797, 0.0119, 0.0067, 0.0150, -0.3373, 0.0224, 0.0044, -0.0053, -0.0216, 0.0082, 0.0132, 0.1499, 0.1714, 0.1440, 0.1423, 0.1599, 0.1907, 0.1701, 0.1595, 0.1391, -0.3000, 0.1732, 0.1535, 0.1963, 0.1572, 0.1718, 0.1682, 0.1436, 0.1520, 0.1546, 0.1555, 0.1456, 0.1509, 0.1375, 0.1657, 0.1402, 0.1589, 0.1568, 0.1725, 0.1387, 0.1703, 0.1676, 0.1708, 0.1852, -0.6903, -0.6689, -0.6891, -0.1798, -0.6766, -0.1835, -0.1819, -0.1876, -0.6998, -0.6643, -0.6907, -0.6970, -0.6468, -0.6738, -0.2146, -0.6618, -0.6892, -0.6792, -0.2510, -0.2731, -0.2048, -0.2377, -0.6954, -0.6620, -0.2005, -0.6959, -0.1080, 0.0688, 0.0808, 0.1040, 0.0962, 0.1009, 0.0679, 0.0972, 0.0879, 0.1025, 0.0999, 0.0994, 0.0847, 0.1033, 0.0612, 0.0516, 0.0954, 0.0732, 0.0485, 0.1084, 0.0739, 0.0939, 0.1068, 0.1046, 0.1070, 0.0924, 0.1048, 0.0648, 0.0437, 0.0852, 0.0846, 0.0829, 0.1003, 0.1040, 0.0883, 0.0595, 0.0908, 0.0693, 0.0515, 0.0794, 0.0425, 0.0869, 0.0954, 0.0921, 0.0882, 0.1012, 0.0969, 0.0927, 0.1023, 0.1071, 0.1046, 0.0688, 0.0874, 0.1025, 0.1036, 0.0900, 0.0806, 0.0694, 0.1221, 0.0657, 0.0957, 0.0911, 0.0568, 0.0736, 0.0854, 0.0542, 0.1068, 0.0511, 0.0906, 0.1028, 0.0982, 0.1008, 0.0845, 0.0989, 0.0864, 0.0766, 0.0938, 0.0904, 0.0927, 0.0908, 0.0811, 0.0566, 0.0961, 0.0918, 0.0906, 0.0826, 0.0893, 0.0943, 0.1036],
  "charge": -1,
  "homo_lumo_gap_ev": 9.12,
  "homo_ev": -7.655
}

---

Record 4
{
  "formula": "C3H8N2O",
  "method": "ωB97M-V/def2-TZVPD",
  "elements": ["O", "N", "N", "C", "C", "C", "H", "H", "H", "H", "H", "H", "H", "H"],
  "xyz": [[0.0090, 1.1160, -0.9704], [1.1637, -0.3490, 0.3575], [-1.0898, -0.0600, 0.7143], [-2.3714, 0.1897, 0.0724], [0.0397, 0.3207, -0.0485], [2.3773, -0.2794, -0.4301], [-2.4861, 1.2147, -0.2954], [-3.1683, -0.0405, 0.7826], [-1.0377, 0.2951, 1.6626], [-2.4738, -0.4961, -0.7744], [0.9701, -1.2079, 0.8524], [2.4359, -1.0956, -1.1632], [3.2594, -0.3131, 0.2171], [2.3628, 0.6647, -0.9764]],
  "lowdin_charge": [0.0600, -0.0018, -0.0295, -0.1112, -0.5718, -0.0836, 0.0784, 0.0781, 0.1233, 0.0848, 0.1287, 0.0855, 0.0781, 0.0811],
  "de_lowest_kj_mol": 45.0,
  "smiles": "CNC(=O)NC",
  "homo_lumo_gap_ev": 10.46,
  "homo_ev": -9.515
}

---

Record 5
{
  "formula": "C18H18N6O2",
  "method": "ωB97M-V/def2-TZVPD",
  "elements": ["O", "O", "N", "N", "N", "N", "N", "N", "C", "C", "C", "C", "C", "C", "C", "C", "C", "C", "C", "C", "C", "C", "C", "C", "C", "C", "H", "H", "H", "H", "H", "H", "H", "H", "H", "H", "H", "H", "H", "H", "H", "H", "H", "H"],
  "xyz": [[3.6380, -0.7331, 4.4346], [-2.7722, 0.6165, -7.5234], [0.7655, 0.9957, 2.2202], [-1.0543, -2.4532, -4.0050], [2.2939, -0.8141, 2.5585], [-1.5740, 0.3189, -1.6893], [2.7395, -1.9650, 1.9426], [-1.0864, -0.7978, -2.2953], [-2.7649, -0.8771, -5.5975], [2.7542, -0.2345, 3.7528], [0.5367, 2.9517, 3.7946], [-2.3593, -0.4372, -4.3346], [1.3125, -0.2086, 1.8102], [2.0917, -2.0079, 0.8033], [2.1539, 1.0165, 4.2363], [-0.8343, 0.3951, -0.5801], [-1.4505, -2.9036, -5.1885], [1.1711, 1.6309, 3.4197], [-2.3204, -2.1279, -6.0072], [2.5934, 1.5941, 5.6062], [-3.5861, -0.0183, -6.5629], [-0.1062, -1.4321, -1.5301], [-1.5203, -1.2689, -3.5487], [0.1182, -0.6674, -0.4128], [1.0953, -0.9440, 0.7048], [1.6531, 1.0083, 6.6636], [-2.1063, 1.1642, -7.0794], [0.8790, 3.7270, 3.1450], [0.1260, 1.4154, 1.5710], [0.7284, 3.2826, 4.8047], [2.0958, 0.9564, 7.6325], [-2.6528, -2.5212, -6.9506], [-0.5449, 2.8655, 3.6561], [2.2250, -2.7698, 0.0301], [-1.0098, -3.8498, -5.4730], [0.7603, 1.6228, 6.7218], [2.6517, 2.7084, 5.6264], [-0.9642, 1.1688, 0.1879], [3.6511, 1.3301, 5.8248], [0.3903, -2.3715, -1.7516], [-4.3166, -0.6265, -7.0956], [-4.0978, 0.7839, -6.0397], [1.3661, -0.0286, 6.3965], [-2.6696, 0.5052, -3.8791]],
  "lowdin_charge": [0.0774, -0.0554, 0.1528, 0.1094, 0.0190, 0.1003, 0.1166, -0.0895, -0.1898, -0.3530, -0.0121, 0.0443, -0.2014, -0.0688, -0.0898, -0.0966, -0.1074, -0.1696, -0.0148, -0.1969, -0.2160, 0.0074, -0.2253, -0.1310, -0.0950, -0.0915, 0.0991, 0.0780, 0.1084, 0.0685, 0.0583, 0.1070, 0.0894, 0.1173, 0.1055, 0.0652, 0.1098, 0.0942, 0.1137, 0.1241, 0.1238, 0.1138, 0.0918, 0.1087],
  "de_lowest_kj_mol": 10.2,
  "smiles": "CCc1c(C)[nH]c2c(-c3cnn(-c4cc(CO)ccn4)c3)cnn2c1=O",
  "homo_lumo_gap_ev": 8.28,
  "homo_ev": -8.045
}

---

Record 6
{
  "formula": "CH4ClPS",
  "method": "ωB97M-V/def2-TZVPD",
  "elements": ["Cl", "S", "P", "C", "H", "H", "H", "H"],
  "xyz": [[0.5452, -0.2007, -2.9435], [0.3006, 0.8737, 0.0141], [1.0360, -0.7078, -1.1155], [-0.9813, 0.1264, 1.1879], [-0.9879, -0.8017, 0.6953], [-0.5877, 0.1122, 2.1775], [2.6031, -0.0197, -1.0694], [-1.9279, 0.6176, 1.0536]],
  "lowdin_charge": [0.0835, 0.3311, 0.0032, -0.3917, -0.0395, 0.0164, -0.0258, 0.0229],
  "de_lowest_kj_mol": 49.4,
  "smiles": "CSPCl",
  "homo_lumo_gap_ev": 9.82,
  "homo_ev": -9.250
}